## A
# C2H11N2O2

A cluster of 3 separate species, C2H11N2O2 in total (ωB97M-V/def2-TZVPD, OMol25).

- lowest unoccupied orbital energy (eV) = -3.42
- HOMO level (Ha) = -0.47396
- orbital gap (eV) = 9.477
- net charge = +1

Geometry (Å):
C: -0.28480 -0.01581 -0.40378
C: -0.43186 -1.11409 0.36688
N: -1.73677 -1.85763 0.45838
N: 0.75216 0.84484 -0.33911
H: -1.15754 0.25511 -1.00602
H: 0.07567 -1.15031 1.32061
H: -2.15933 -1.97810 1.38050
H: -2.33809 -1.26661 -0.12881
H: -1.68216 -2.75426 -0.02972
H: 1.64606 0.40790 -0.26533
H: 0.48819 1.73233 -0.73384
H: 2.92470 -0.94526 3.13428
H: 2.46769 -1.21131 1.65029
O: 2.58951 -0.54282 2.33612
H: -1.83028 2.83208 -2.52488
H: -0.36115 2.87474 -2.97512
O: -0.95402 2.42019 -2.38878



## B
# C2H11N2O2

A cluster of 3 separate species, C2H11N2O2 in total (ωB97M-V/def2-TZVPD, OMol25).

- lowest unoccupied orbital energy (eV) = -2.89
- HOMO level (Ha) = -0.53005
- orbital gap (eV) = 11.537
- net charge = +1

Geometry (Å):
C: 2.33917 -0.29153 -0.93198
N: 1.15780 -0.49199 -0.06087
C: 0.83932 -1.57650 0.64427
N: -0.26567 -1.66935 1.41099
H: 1.96389 0.31304 -1.91689
H: 2.99118 0.33528 -0.39660
H: 2.79198 -1.17965 -1.23311
H: 0.48399 0.30621 0.10222
H: 1.48242 -2.35677 0.55114
H: -0.90157 -0.86252 1.23183
H: -0.23108 -2.55374 1.94532
H: -2.40814 2.08537 -1.91728
H: -3.43727 2.56769 -0.98682
O: -2.87486 1.77601 -1.10312
H: -1.11715 1.26553 1.67870
H: -1.75159 1.38858 0.24708
O: -1.06243 0.94434 0.73511



It is B that is the most stable of them.